Entry 1:
{"formula": "C50H60BrGeI2P2PbSe2", "method": "the ωB97M-V functional and the def2-TZVPD basis", "species": ["Pb", "I", "C", "I", "H", "H", "Se", "P", "Se", "C", "C", "C", "C", "C", "C", "C", "C", "C", "C", "C", "C", "H", "H", "H", "H", "H", "H", "H", "H", "H", "H", "Br", "C", "C", "C", "C", "C", "C", "P", "C", "C", "C", "C", "C", "C", "C", "C", "C", "C", "C", "C", "H", "H", "H", "H", "H", "H", "H", "H", "H", "H", "H", "H", "H", "H", "H", "H", "H", "H", "H", "H", "H", "H", "H", "H", "H", "H", "H", "H", "H", "H", "H", "H", "H", "C", "Ge", "C", "C", "C", "C", "C", "C", "C", "C", "C", "C", "C", "C", "C", "C", "C", "C", "C", "C", "H", "H", "H", "H", "H", "H", "H", "H", "H", "H", "H", "H", "H", "H", "H"], "coordinates": [[0.1417, -0.3569, 0.5782], [3.8275, -1.7438, 3.7502], [5.5517, -1.2059, 2.4605], [7.1767, 0.1221, 2.8771], [5.0191, -0.7098, 1.6475], [6.0368, -2.1044, 2.1006], [-1.5914, -1.1996, -1.8637], [-3.8073, -1.7865, -1.7132], [-0.0854, -1.9456, 3.2034], [-4.4097, -0.2271, -0.9730], [-4.1468, 1.0432, -1.5177], [-4.6884, 2.1821, -0.9065], [-5.2954, 2.0880, 0.3443], [-5.5751, 0.8205, 0.8351], [-5.1078, -0.3393, 0.2158], [-4.2173, -1.5981, -3.4836], [-3.4745, -2.2895, -4.4782], [-3.8629, -2.0512, -5.8018], [-4.9010, -1.2370, -6.0986], [-5.7172, -0.6777, -5.1747], [-5.3796, -0.8798, -3.7922], [-3.6476, 1.0585, -2.4767], [-4.6772, 3.1604, -1.3718], [-5.6224, 2.9487, 0.9600], [-6.2240, 0.7557, 1.7212], [-5.2402, -1.2934, 0.6911], [-2.6777, -2.9509, -4.2558], [-3.2141, -2.4378, -6.6195], [-5.1285, -1.0709, -7.0990], [-6.6462, -0.1586, -5.5143], [-6.0661, -0.4828, -3.0403], [2.4196, -0.5999, -1.0172], [4.9712, 3.6564, 1.7182], [3.9424, 3.1142, 2.7559], [2.6209, 2.6940, 2.0512], [2.3776, 3.4395, 0.7226], [3.4780, 3.2113, -0.2865], [4.8439, 3.0154, 0.3735], [0.6797, 3.0002, 0.2997], [-0.6222, 4.1821, 1.2179], [-1.8194, 3.3081, 1.6679], [-2.9448, 4.1805, 2.2420], [-2.4685, 5.4778, 2.9061], [-1.0583, 5.2676, 3.4562], [-0.0808, 5.1549, 2.3235], [0.4955, 3.9389, -1.2938], [0.5641, 2.9430, -2.4474], [0.0114, 3.5563, -3.7469], [-0.0724, 5.1244, -3.7298], [1.1332, 5.7862, -3.0384], [1.2507, 5.2772, -1.6019], [6.0335, 3.6624, 2.0417], [4.8463, 4.7725, 1.6629], [3.7570, 4.0261, 3.3694], [4.2011, 2.2892, 3.3668], [1.8240, 2.9740, 2.7372], [2.6050, 1.5946, 1.9416], [2.3454, 4.5093, 0.9428], [3.6109, 4.0337, -1.0353], [3.2625, 2.2736, -0.8257], [5.6647, 3.4821, -0.2767], [4.9757, 1.9530, 0.4348], [-0.9319, 4.8433, 0.4290], [-1.3796, 2.6916, 2.4531], [-2.1158, 2.6817, 0.8289], [-3.5674, 3.5267, 2.8978], [-3.6006, 4.4696, 1.3879], [-3.2253, 5.7836, 3.6399], [-2.5077, 6.3590, 2.2296], [-0.9596, 4.3738, 4.0564], [-0.9054, 6.1579, 4.0715], [0.9242, 4.7614, 2.5430], [0.1147, 6.1508, 1.8792], [-0.6019, 4.1738, -1.3533], [-0.1747, 2.1276, -2.1979], [1.6136, 2.6000, -2.5552], [-1.0731, 3.2504, -3.9484], [0.5948, 3.1933, -4.6188], [-0.9756, 5.5029, -3.1785], [-0.2144, 5.4560, -4.7540], [0.8991, 6.8983, -3.0166], [2.0065, 5.5490, -3.6752], [1.0264, 6.0477, -0.8516], [2.3553, 5.1147, -1.4398], [0.2050, -2.6737, 1.6293], [0.6284, -4.5408, 1.1991], [-0.1592, -5.6617, 2.6446], [-1.4646, -6.1451, 2.3847], [-1.9837, -7.1834, 3.1932], [-1.2828, -7.4729, 4.3703], [-0.1057, -6.8451, 4.7262], [0.4351, -5.8491, 3.8972], [2.5150, -4.8566, 1.0756], [3.3766, -3.9792, 0.4413], [4.7670, -4.2437, 0.3809], [5.3362, -5.3808, 0.8907], [4.5124, -6.2120, 1.6504], [3.0944, -6.0435, 1.6368], [0.0278, -5.0778, -0.6084], [0.3988, -4.2847, -1.7353], [0.1102, -4.7636, -3.0199], [-0.5757, -5.9664, -3.2846], [-0.8951, -6.7411, -2.1336], [-0.6049, -6.2856, -0.8143], [-2.0348, -5.7728, 1.5228], [-2.9804, -7.5426, 3.0573], [-1.7847, -8.2669, 5.0028], [0.3707, -7.0257, 5.6480], [1.3170, -5.2863, 4.1457], [3.0488, -3.0267, 0.0839], [5.3480, -3.4569, -0.0230], [6.3731, -5.6082, 0.7900], [4.9037, -6.9894, 2.2928], [2.4955, -6.8540, 2.0480], [0.8777, -3.2760, -1.6431], [0.3056, -4.0643, -3.8419], [-0.7806, -6.4188, -4.2688], [-1.3843, -7.7192, -2.3097], [-0.9097, -6.9298, 0.0072]], "multiplicity": 1, "homo_lumo_gap_ev": 5.6, "relative_energy_kj_mol": 241.08, "charge": -1, "homo_energy_ev": -4.26}


Entry 2:
{"formula": "C50H60N12", "method": "the ωB97M-V functional and the def2-TZVPD basis", "species": ["N", "C", "C", "C", "C", "H", "H", "H", "H", "H", "N", "C", "C", "C", "C", "H", "H", "H", "H", "H", "N", "C", "C", "C", "C", "H", "H", "H", "H", "H", "N", "C", "C", "C", "C", "H", "H", "H", "H", "H", "N", "C", "C", "C", "C", "H", "H", "H", "H", "H", "N", "C", "C", "C", "C", "H", "H", "H", "H", "H", "N", "C", "C", "C", "C", "H", "H", "H", "H", "H", "N", "C", "C", "C", "C", "H", "H", "H", "H", "H", "N", "C", "C", "C", "C", "H", "H", "H", "H", "H", "N", "C", "C", "C", "C", "H", "H", "H", "H", "H", "N", "C", "C", "C", "C", "C", "H", "H", "H", "H", "H", "N", "C", "C", "C", "C", "C", "H", "H", "H", "H", "H"], "coordinates": [[0.6083, 3.2447, 5.2146], [0.9668, 4.5261, 4.8853], [0.9606, 4.6492, 3.5313], [0.5512, 3.4045, 2.9630], [0.2527, 2.6006, 4.0502], [0.4909, 2.8946, 6.1451], [1.2679, 5.2357, 5.6383], [1.3131, 5.4819, 2.9443], [0.6394, 3.2337, 1.9044], [-0.1147, 1.5868, 4.0822], [4.6900, -0.8976, 3.4552], [3.6506, -0.2559, 4.0657], [3.5465, 1.0111, 3.5257], [4.6080, 1.1618, 2.6017], [5.2813, -0.0412, 2.5677], [4.9092, -1.8660, 3.5978], [2.9472, -0.8065, 4.6690], [2.7644, 1.7066, 3.7839], [4.8559, 2.0045, 1.9790], [6.0821, -0.4710, 1.9863], [0.3454, 0.7287, 1.2312], [-0.5188, 0.7892, 0.1651], [-0.0914, -0.0981, -0.8197], [0.9977, -0.7784, -0.2547], [1.2783, -0.2274, 0.9493], [0.4112, 1.2895, 2.0616], [-1.3135, 1.5172, 0.1085], [-0.4641, -0.1512, -1.8271], [1.5982, -1.4440, -0.8591], [2.1585, -0.3933, 1.5515], [4.1980, -4.9748, 0.7025], [4.1463, -5.1670, 2.0635], [3.2639, -4.2429, 2.5350], [2.6982, -3.5124, 1.4626], [3.3106, -4.0036, 0.3189], [4.7677, -5.5537, 0.1140], [4.7473, -5.8929, 2.5813], [3.0117, -4.1717, 3.5838], [1.9070, -2.7849, 1.5083], [3.2331, -3.7863, -0.7330], [-2.9597, 1.9242, -2.3781], [-3.4764, 0.6377, -2.3109], [-3.8658, 0.3294, -3.6007], [-3.6437, 1.4136, -4.4181], [-2.9901, 2.3713, -3.6798], [-2.5720, 2.4478, -1.6128], [-3.5382, 0.0807, -1.3903], [-4.2714, -0.6279, -3.8923], [-3.8856, 1.4028, -5.4710], [-2.5816, 3.3621, -3.8057], [-0.9841, -1.0372, -5.0837], [0.0745, -0.6958, -4.2892], [0.8424, -1.8759, -4.2237], [0.2794, -2.8292, -5.1024], [-0.8695, -2.2694, -5.6154], [-1.7151, -0.3433, -5.1426], [0.1467, 0.2299, -3.7536], [1.8059, -1.9229, -3.7391], [0.6135, -3.8078, -5.4026], [-1.6015, -2.6048, -6.3303], [-3.2189, -4.9339, -1.6493], [-2.9856, -3.6314, -1.9845], [-1.8334, -3.2184, -1.3368], [-1.3019, -4.3666, -0.7493], [-2.1987, -5.4048, -0.8517], [-3.9262, -5.5248, -2.0447], [-3.7323, -3.1776, -2.6188], [-1.4627, -2.2163, -1.4727], [-0.2595, -4.5098, -0.4924], [-2.1947, -6.4513, -0.6019], [0.8293, 3.0809, -3.4600], [0.4666, 4.3904, -3.5095], [1.1236, 4.9605, -4.5742], [1.9532, 3.9741, -5.1780], [1.7164, 2.8182, -4.4720], [0.5400, 2.3592, -2.8232], [-0.1535, 4.8347, -2.7492], [1.0913, 6.0077, -4.8342], [2.6379, 4.1585, -5.9859], [2.2378, 1.8858, -4.6161], [6.1290, 0.9015, -2.6411], [5.1020, 0.3945, -3.3726], [4.0087, 0.2239, -2.5753], [4.3709, 0.7876, -1.3190], [5.6422, 1.2445, -1.3961], [7.0533, 1.1061, -2.9658], [5.2183, 0.0921, -4.4035], [3.0203, -0.1307, -2.8136], [3.7294, 0.8714, -0.4536], [6.2546, 1.8534, -0.7509], [-3.8143, -1.8570, 0.5480], [-3.8581, -0.7921, 1.4150], [-5.1798, -0.5254, 1.7037], [-5.9551, -1.4218, 0.9389], [-5.1032, -2.1734, 0.2051], [-2.9787, -2.2283, 0.1143], [-2.9687, -0.2385, 1.6647], [-5.4787, 0.3045, 2.3245], [-7.0158, -1.6043, 1.0140], [-5.3422, -2.9178, -0.5369], [0.2442, -3.9147, 4.4386], [0.6248, -2.7146, 4.8810], [-0.0123, -1.5643, 4.4209], [-1.0522, -1.6959, 3.5000], [-1.4393, -2.9477, 3.1078], [-0.7797, -4.0663, 3.5866], [1.6041, -2.6578, 5.3394], [0.3920, -0.5726, 4.5847], [-1.4308, -0.7849, 3.0599], [-2.1560, -3.1592, 2.3200], [-0.9273, -5.1090, 3.3486], [-2.5146, 3.6126, 1.1709], [-3.7090, 2.9986, 1.2747], [-4.8510, 3.6186, 1.6943], [-4.8045, 4.9916, 1.9703], [-3.6019, 5.6358, 1.8271], [-2.4488, 4.9037, 1.5005], [-3.6773, 1.9690, 0.9339], [-5.7943, 3.1190, 1.8700], [-5.6428, 5.6023, 2.2777], [-3.4692, 6.6988, 1.9838], [-1.4811, 5.3812, 1.4225]], "multiplicity": 1, "smiles": "c1cc[nH]c1.c1cc[nH]c1.c1cc[nH]c1.c1cc[nH]c1.c1cc[nH]c1.c1cc[nH]c1.c1cc[nH]c1.c1cc[nH]c1.c1cc[nH]c1.c1cc[nH]c1.c1ccncc1.c1ccncc1", "homo_lumo_gap_ev": 8.6, "relative_energy_kj_mol": 121.07, "homo_energy_ev": -7.94}


Entry 3:
{"formula": "C50H65BaBrN5O3", "method": "the ωB97M-V functional and the def2-TZVPD basis", "species": ["Ba", "C", "C", "C", "C", "C", "N", "C", "C", "C", "N", "C", "C", "C", "C", "C", "C", "C", "C", "N", "C", "C", "C", "N", "C", "C", "C", "C", "O", "C", "O", "H", "H", "H", "H", "H", "H", "H", "H", "H", "H", "H", "H", "H", "H", "H", "H", "H", "H", "H", "H", "H", "H", "H", "H", "H", "H", "H", "H", "C", "C", "C", "C", "C", "C", "C", "Br", "C", "O", "C", "C", "C", "C", "C", "C", "H", "H", "H", "H", "H", "H", "H", "H", "H", "H", "H", "H", "H", "H", "H", "H", "H", "H", "H", "H", "C", "C", "C", "C", "C", "C", "C", "C", "C", "C", "C", "C", "N", "H", "H", "H", "H", "H", "H", "H", "H", "H", "H", "H", "H", "H", "H", "H", "H", "H"], "coordinates": [[0.5426, -0.6913, 0.4226], [2.0906, 4.8791, 4.9534], [1.6008, 3.8397, 3.9764], [1.2454, 4.1685, 2.6849], [0.7261, 3.2052, 1.7960], [0.4217, 3.3612, 0.4284], [0.8658, 4.2566, -0.4480], [2.2178, 4.7921, -0.4012], [3.1986, 3.8490, -1.1113], [3.3288, 2.4667, -0.4653], [4.3494, 2.4399, 0.5695], [5.2209, 1.4610, 0.7438], [5.1257, 0.1757, 0.2041], [6.3112, -0.5311, -0.1445], [6.2781, -1.7520, -0.7483], [7.5179, -2.4904, -1.1759], [5.0139, -2.3498, -0.9908], [3.8534, -1.7655, -0.5783], [2.5321, -2.3898, -0.8018], [1.7864, -2.8540, 0.1082], [2.2973, -2.8714, 1.4604], [1.1825, -3.1881, 2.4501], [1.2121, -2.2118, 3.6199], [0.9870, -0.8728, 3.1370], [1.1855, 0.1083, 3.9152], [1.0527, 1.4972, 3.5300], [1.5400, 2.4899, 4.3613], [0.4798, 1.8494, 2.2578], [-0.1334, 1.0419, 1.5367], [3.8427, -0.4781, 0.0678], [2.7768, 0.0034, 0.5301], [2.2720, 5.8309, 4.4549], [3.0179, 4.5585, 5.4327], [1.3556, 5.0483, 5.7439], [1.2864, 5.2051, 2.3671], [-0.2432, 2.6028, 0.0200], [0.5526, 4.0340, -1.4045], [2.5126, 4.9369, 0.6363], [2.2213, 5.7557, -0.9128], [4.1819, 4.3273, -1.1614], [2.8469, 3.6972, -2.1366], [3.6230, 1.7491, -1.2258], [2.3636, 2.1240, -0.0875], [4.3720, 3.2214, 1.2087], [6.1210, 1.7367, 1.2879], [7.2635, -0.0324, 0.0105], [8.4169, -1.9073, -0.9810], [7.4731, -2.7195, -2.2425], [7.5979, -3.4409, -0.6435], [4.9657, -3.3100, -1.4944], [2.1568, -2.4375, -1.8251], [2.7297, -1.9018, 1.7173], [3.1127, -3.6003, 1.5165], [1.2503, -4.2142, 2.8173], [0.2334, -3.0763, 1.9255], [2.1741, -2.2915, 4.1507], [0.4284, -2.4762, 4.3381], [1.5415, -0.0601, 4.9461], [1.9067, 2.2135, 5.3461], [-6.3388, -4.6469, -2.1217], [-6.4634, -3.4335, -1.1882], [-7.4619, -3.7978, -0.0859], [-7.0050, -2.2341, -1.9814], [-5.0948, -3.0521, -0.6309], [-4.0085, -2.8821, -1.4845], [-2.8008, -2.4816, -0.9694], [-1.3043, -2.3411, -2.1533], [-2.5357, -2.1688, 0.3916], [-1.3781, -1.7060, 0.7147], [-3.6409, -2.4293, 1.2627], [-4.8608, -2.8284, 0.7190], [-3.5935, -2.3494, 2.8003], [-2.2344, -1.9292, 3.3551], [-3.9069, -3.7505, 3.3577], [-4.6308, -1.3374, 3.3100], [-7.3253, -4.9505, -2.4808], [-5.8876, -5.4846, -1.5879], [-5.7156, -4.4196, -2.9855], [-8.3992, -4.1353, -0.5331], [-7.6819, -2.9407, 0.5516], [-7.0674, -4.6053, 0.5332], [-7.9773, -2.4643, -2.4264], [-6.3099, -1.9641, -2.7763], [-7.1153, -1.3686, -1.3266], [-4.0848, -3.0514, -2.5504], [-5.6808, -2.9791, 1.4077], [-1.4928, -2.6848, 3.1136], [-2.2969, -1.8300, 4.4442], [-1.9061, -0.9862, 2.9281], [-3.2087, -4.4767, 2.9380], [-4.9172, -4.0696, 3.1001], [-3.8099, -3.7669, 4.4472], [-4.3817, -0.3451, 2.9315], [-4.6234, -1.3062, 4.4028], [-5.6387, -1.5893, 2.9806], [-2.6896, 1.4947, -2.7383], [-1.8277, 2.2457, -1.7134], [-2.6340, 3.3893, -1.0947], [-0.5405, 2.6773, -2.3870], [-0.4087, 3.9092, -2.9955], [0.6993, 4.2311, -3.7881], [1.5701, 3.1895, -4.1300], [1.4647, 1.9199, -3.5999], [2.2877, 0.8174, -4.2356], [1.4008, -0.3756, -4.6021], [3.4362, 0.3576, -3.3457], [0.5197, 1.6489, -2.4948], [0.5705, 0.6400, -1.6808], [-3.5603, 1.0403, -2.2560], [-2.1012, 0.7003, -3.1971], [-3.0329, 2.1747, -3.5228], [-1.5721, 1.5261, -0.9281], [-2.9958, 4.0773, -1.8621], [-2.0391, 3.9529, -0.3720], [-3.5032, 2.9799, -0.5753], [-1.1953, 4.6523, -2.8911], [0.8158, 5.2154, -4.2258], [2.3407, 3.3782, -4.8768], [2.7165, 1.2191, -5.1629], [0.8827, -0.7243, -3.7085], [2.0049, -1.1931, -5.0088], [0.6543, -0.0921, -5.3455], [3.0172, 0.1312, -2.3689], [4.1999, 1.1355, -3.2514], [3.9139, -0.5443, -3.7414]], "multiplicity": 1, "homo_lumo_gap_ev": 3.6, "charge": -1, "homo_energy_ev": -2.16}


Number 1: largest force on an atom 3.05 eV Å⁻¹. Number 2: largest force on an atom 3.05 eV Å⁻¹. Number 3: largest force on an atom 4.47 eV Å⁻¹.